The following is a quantum chemistry calculation of 2 unconnected molecules or ions with the total composition C3H7N2O3 at a distorted geometry, from the OMol25 dataset.

HOMO-LUMO gap ... 7.942 eV
ΔE to the lowest compared entry with this formula, charge and spin ... 495.4 kJ/mol
Net charge ... +1

Each line ends with the natural charge from an NBO analysis.
Positions of all 15 atoms, in Å:
O: -2.490891 -0.787671 -0.122236  -0.733
O: 4.123646 -1.026103 -0.117285  -0.457
O: 2.573099 1.590147 0.653774  -0.347
N: 2.776491 -0.624412 -0.102186  -0.376
N: -1.125257 1.601522 -0.362952  -0.734
C: -0.313400 0.315115 0.123063  -0.271
C: 2.379795 0.524401 0.277914  0.937
C: -1.113209 -0.777505 0.154017  0.017
H: -0.582420 -1.772406 0.447950  0.202
H: -0.564228 2.265202 -0.886109  0.434
H: -1.392394 2.037759 0.445187  0.420
H: -1.971145 1.200846 -0.833719  0.451
H: -2.920410 -1.624629 -0.244486  0.516
H: 2.181570 -1.454529 -0.084447  0.445
H: 4.237899 -1.168701 -1.067864  0.495

Cartesian forces (eV/Å) of the 6 atoms listed first:
1.7 1.7 0.3
-0.5 0.9 -0.1
0.0 -0.2 -0.3
-0.4 -2.8 -0.4
0.7 -3.4 -1.5
0.1 -0.4 -0.8

---

The following is a quantum chemistry calculation of 2 unconnected molecules or ions with the total composition C3H2ClF2O2 at a distorted geometry, from the OMol25 dataset.

HOMO-LUMO gap ... 7.373 eV
ΔE to the lowest compared entry with this formula, charge and spin ... 89.2 kJ/mol
Net charge ... -1

Each line ends with the natural charge from an NBO analysis.
Positions of all 10 atoms, in Å:
Cl: -1.720612 1.180156 1.757728  -0.146
F: 0.584773 2.249922 1.878026  -0.405
F: -0.340468 1.485656 -1.047517  -0.472
O: -0.281030 -1.630679 2.220252  -0.640
O: 1.758718 -0.737100 2.682442  -0.605
C: 0.678544 -0.939380 2.361443  0.977
C: 0.021804 1.038568 1.407108  0.006
C: 0.278409 0.705391 0.062859  -0.104
H: 1.360449 0.928953 -0.126986  0.188
H: -0.165383 -0.292819 -0.209684  0.201

Cartesian forces (eV/Å) of the 6 atoms listed first:
-0.3 0.0 0.1
0.1 -0.6 -0.6
0.0 0.4 0.2
0.1 0.1 0.0
3.8 0.6 1.3
-3.9 -0.1 -1.5

---

The following is a quantum chemistry calculation of 2 unconnected molecules or ions with the total composition C9H14 at a distorted geometry, from the OMol25 dataset.

HOMO-LUMO gap ... 9.901 eV
ΔE to the lowest compared entry with this formula, charge and spin ... 62.8 kJ/mol

Each line ends with the natural charge from an NBO analysis.
Positions of all 23 atoms, in Å:
C: -0.314334 0.037433 0.448497  -0.230
C: -1.622067 0.295588 0.887562  -0.011
C: -2.684788 0.309294 -0.017033  -0.212
C: -0.103977 -0.151914 -0.904513  -0.189
C: 3.446055 -0.331442 -0.500594  -0.620
C: 4.789874 -0.208658 0.251577  -0.606
C: -1.918708 0.539964 2.317440  -0.643
C: -2.460852 -0.131331 -1.315521  -0.200
C: -1.177466 -0.304126 -1.758082  -0.233
H: -3.669537 0.660435 0.274126  0.210
H: 2.682377 -0.888549 0.049067  0.201
H: -0.994947 0.692141 2.893914  0.215
H: -0.964535 -0.627097 -2.778817  0.211
H: -2.697776 1.274505 2.535551  0.222
H: -2.392161 -0.275592 2.887489  0.222
H: 0.553554 0.143094 1.087859  0.213
H: 5.395976 0.560973 -0.201605  0.205
H: 5.326339 -1.163040 0.214579  0.199
H: 3.572287 -0.967642 -1.369008  0.209
H: -3.332778 -0.182637 -1.970318  0.212
H: 4.633636 -0.081100 1.331225  0.204
H: 0.885862 -0.344145 -1.312118  0.213
H: 3.119784 0.693496 -0.633426  0.209

Cartesian forces (eV/Å) of the 6 atoms listed first:
-0.4 0.8 -0.4
-0.3 0.0 0.1
0.6 -0.5 -0.2
0.3 -0.8 -0.1
0.6 -0.4 1.1
-0.6 -1.5 0.4

---

The following is a quantum chemistry calculation of a molecular structure, C24H27F6N8O4S2Ti, from the OMol25 dataset.

HOMO-LUMO gap (alpha / beta) ... 6.684 / 7.621 eV
Multiplicity ... 3
Net charge ... +1

Each line ends with the Mulliken charge.
Positions of all 72 atoms, in Å:
Ti: 0.886071 -0.634768 -1.286741  0.263
S: 0.188770 2.250675 -2.737628  1.157
S: 2.563174 1.028000 -3.565589  1.153
F: -1.750453 1.209995 -4.181461  -0.151
F: 4.720902 1.687772 -2.283812  -0.222
F: 2.915178 2.251173 -1.236729  -0.107
F: -2.324897 2.756191 -2.777319  -0.201
F: -1.291031 3.283897 -4.609358  -0.189
F: 3.544876 3.375066 -2.977143  -0.221
O: 2.411136 -0.224011 -2.831911  -0.696
O: -0.111909 1.274877 -1.670262  -0.278
O: 0.435491 3.570714 -2.240697  -0.656
O: 3.354413 0.976431 -4.737572  -0.644
N: -0.267011 -1.391843 0.171229  -0.104
N: 2.406647 -0.480680 0.280000  0.673
N: 1.166097 1.724298 -3.815595  -0.577
N: 2.085049 -0.335840 1.583979  0.127
N: -0.671203 2.738951 0.808793  0.281
N: -0.377800 -1.746595 -2.689881  0.380
N: -1.084545 -2.855878 -2.347179  0.005
N: -0.878446 5.402734 1.127111  -0.537
C: -0.673139 0.872188 3.744716  0.297
C: -2.887407 -6.494507 0.410806  -1.633
C: -1.165118 -2.705347 -4.558994  -1.477
C: -1.935649 -4.558951 -0.870678  -0.893
C: -0.422428 -1.662929 -4.012268  -0.292
C: -1.078983 -3.316513 1.393612  -0.016
C: -1.631163 -0.332644 1.876353  -0.038
C: -1.783170 0.389024 3.045699  -1.130
C: 3.712369 -0.721908 0.241778  -0.646
C: 0.584676 3.477892 1.130207  -0.095
C: -0.861620 -2.652381 0.175604  1.044
C: 3.184714 -0.493419 2.358414  -0.116
C: 4.254099 -0.740138 1.530974  -1.283
C: -1.282086 -3.331008 -0.991529  0.602
C: -1.568751 -3.438814 -3.469306  0.018
C: -0.820464 1.637028 5.029591  -1.449
C: -1.403924 2.373843 -3.658824  0.434
C: 3.495936 2.167913 -2.441643  0.505
C: -1.720898 -4.529794 1.487531  -1.223
C: 0.744739 -0.111633 2.025947  0.290
C: -0.368271 -0.614556 1.324734  0.024
C: 0.581882 0.615256 3.208956  -0.095
C: -2.181432 -5.172372 0.345674  0.019
C: 0.202672 4.756577 1.865777  -0.695
H: 0.081010 -0.852980 -4.514331  0.490
H: -2.777976 0.572764 3.434210  0.426
H: 4.199987 -0.868572 -0.708800  0.552
H: -0.018154 1.393516 5.724967  0.370
H: -2.184946 -7.323628 0.303698  0.289
H: 1.100854 5.369226 1.981699  0.395
H: -1.855680 -4.984475 2.461052  0.401
H: -2.154841 -4.335612 -3.439282  0.402
H: -1.360240 6.089867 1.691075  0.229
H: 1.064239 3.701374 0.178336  0.249
H: -0.995057 2.159695 1.588047  0.033
H: -1.380970 -2.899934 -5.593281  0.452
H: -3.630025 -6.588113 -0.381419  0.384
H: 1.457463 0.985877 3.727340  0.316
H: -2.496463 -0.722266 1.355240  0.562
H: 5.275299 -0.911504 1.818314  0.445
H: -1.767486 1.407101 5.515077  0.407
H: -0.791302 2.716707 4.865145  0.183
H: -3.398655 -6.621051 1.364330  0.403
H: -0.544391 2.140258 -0.016907  -0.090
H: -0.716105 -2.847964 2.298467  0.486
H: -2.275127 -5.077125 -1.753260  0.234
H: 3.118824 -0.456953 3.431004  0.477
H: 1.225184 2.826599 1.719459  0.141
H: -0.161875 4.512970 2.866331  0.303
H: -0.532650 5.876052 0.299370  0.192
H: -1.378001 3.464219 0.608764  0.657

Cartesian forces (eV/Å) of the 6 atoms listed first:
0.0 -0.6 -0.4
-0.1 0.2 0.2
0.2 0.1 -0.2
0.0 0.0 0.0
0.0 0.0 0.0
-0.1 -0.1 0.0

---

The following is a quantum chemistry calculation of 2 unconnected molecules or ions with the total composition C18H36Cl2F3NO3PSSi at a distorted geometry, from the OMol25 dataset.

HOMO-LUMO gap ... 7.111 eV
Net charge ... -1

Each line ends with the natural charge from an NBO analysis.
Positions of all 66 atoms, in Å:
Cl: -1.578989 2.194571 2.682352  -0.027
Cl: 0.583762 2.698125 -1.179271  -0.109
S: 1.176342 -1.933983 1.458045  1.627
P: 0.360904 -0.001486 0.773593  0.849
Si: -2.103722 -1.693399 4.715977  1.904
F: 2.901570 -3.626577 0.268763  -0.344
F: 3.879462 -2.385613 1.837939  -0.331
F: 3.421206 -1.375424 -0.093709  -0.324
O: -1.377156 -0.964491 3.352683  -0.877
O: 0.243599 -3.103973 1.390502  -0.942
O: 1.478731 -1.770173 2.948814  -0.951
N: 2.271346 1.643214 -5.266466  -0.325
C: -0.852517 2.706348 1.112639  -0.091
C: -1.456845 -0.587436 0.786020  -0.788
C: -2.968828 -3.365442 4.414420  -1.166
C: 1.776529 4.211351 -5.222209  -0.511
C: -1.535627 -2.020931 -3.123570  -0.630
C: 0.068325 -1.854275 -3.139093  -0.201
C: 3.032700 5.042669 -4.955191  -0.376
C: -2.100516 -1.086318 2.130316  -0.061
C: -3.286954 -0.494890 5.646287  -1.151
C: 3.613841 4.821623 -3.564242  -0.614
C: 0.648615 -3.204620 -3.779615  -0.628
C: 2.926398 -2.311852 0.800047  0.755
C: 0.513301 -1.906310 -1.562971  -0.444
C: 2.054693 2.771912 -5.248026  0.286
C: -0.658219 -2.066017 5.952197  -1.137
C: 0.538087 -0.400019 -1.085747  -0.749
C: -1.151648 4.222560 0.678260  -0.660
C: -0.065628 1.827738 0.327042  -0.246
H: -2.072776 -1.142519 -2.653366  0.211
H: -3.920112 -1.052950 6.406048  0.230
H: -2.389390 -3.932813 3.605065  0.258
H: -1.976383 4.204947 -0.116446  0.220
H: -3.899833 0.113765 4.904393  0.236
H: 1.763832 0.435700 0.746818  -0.158
H: -0.367165 0.090621 -1.595342  0.213
H: -0.939376 -2.928305 6.647674  0.215
H: -2.655856 0.247402 6.234607  0.236
H: -1.875486 -2.169836 -4.193161  0.197
H: -4.017737 -3.179269 3.995541  0.229
H: -0.258929 -2.585960 -1.102376  0.227
H: -3.029247 -4.008272 5.349506  0.240
H: 3.797728 4.821993 -5.705640  0.204
H: -0.224685 4.770253 0.342003  0.232
H: -0.408118 -1.158237 6.579659  0.226
H: 0.505213 -4.016253 -2.988664  0.207
H: 1.355918 4.505811 -6.188088  0.242
H: 0.034241 -3.534432 -4.677677  0.195
H: 0.242014 -2.420681 5.357258  0.274
H: 1.749206 -3.058877 -4.020810  0.213
H: -1.702631 -1.374779 -0.011447  0.231
H: 2.778379 6.101975 -5.061248  0.201
H: 2.875410 5.044114 -2.789962  0.212
H: 4.474779 5.476077 -3.408388  0.209
H: 1.016408 4.428922 -4.466551  0.250
H: 1.532471 -2.425665 -1.613206  0.209
H: -1.820976 -2.936858 -2.498574  0.202
H: -2.071755 0.317989 0.437161  0.232
H: 3.952049 3.791350 -3.431139  0.222
H: 0.364268 0.391160 2.152469  -0.038
H: -1.601747 4.804754 1.555797  0.216
H: -3.114624 -0.554051 2.266317  0.147
H: -2.388594 -2.191539 1.993958  0.169
H: 1.524081 0.045531 -1.460242  0.236
H: 0.416662 -0.907952 -3.647730  0.215

Cartesian forces (eV/Å) of the 6 atoms listed first:
0.5 0.4 -1.4
-0.4 -0.9 1.2
-1.4 -2.9 6.5
0.4 3.0 -2.0
1.5 0.1 0.9
0.3 2.7 0.3

---

The following is a quantum chemistry calculation of 9 unconnected molecules or ions with the total composition C30H55NO24 at a distorted geometry, from the OMol25 dataset.

HOMO-LUMO gap ... 10.136 eV
ΔE to the lowest compared entry with this formula, charge and spin ... 343.4 kJ/mol

Each line ends with the Mulliken charge.
Positions of all 110 atoms, in Å:
O: 5.656341 -1.803107 -0.324495  -0.276
O: 2.053575 -2.704421 4.604272  -0.292
O: -3.192950 -0.557565 -4.350140  -0.344
O: 0.002739 3.576173 -1.550685  -0.356
O: 4.127540 5.173289 0.702686  -0.308
O: -1.172348 -0.835527 -4.956712  -0.312
O: -4.008606 -2.289912 3.428731  -0.330
O: 0.815491 -4.220922 3.495369  -0.670
O: 2.393405 -1.692872 -1.645616  -0.318
O: -2.193901 1.232991 -5.252026  -0.641
O: 4.027708 -3.053841 0.550339  -0.363
O: -6.485093 2.390891 -0.803684  -0.307
O: 1.805697 5.278648 1.120062  -0.658
O: -5.278460 -2.401201 1.648983  -0.307
O: -4.784544 0.785363 -0.916507  -0.252
O: -4.260460 3.104680 -0.442293  -0.621
O: 4.597818 -0.886735 1.603167  -0.568
O: 1.055033 2.699382 -3.333801  -0.356
O: -0.557031 1.258077 -2.337206  0.213
O: -4.449903 -0.263225 2.374308  -0.670
O: 3.682746 -1.309503 -3.661574  -0.388
O: -0.032597 -2.404563 4.498425  -0.195
O: 3.147985 3.443897 1.594322  -0.351
O: 3.573511 0.327853 -2.209206  -0.403
N: -3.000427 -3.598817 -0.196395  -0.578
C: -5.172844 2.060269 -0.722900  0.618
C: -5.955442 -1.846173 0.573398  -0.309
C: 6.777261 -0.981740 -0.225855  -0.937
C: 4.774201 -1.937102 0.644306  0.658
C: -1.132698 -1.151839 1.093103  1.823
C: 0.385840 -1.355147 5.367893  -0.535
C: -3.049141 -1.949462 -4.183876  -0.315
C: -0.098238 -0.058603 0.832697  0.153
C: -1.065475 3.645189 -0.625624  -0.339
C: 2.729978 -3.039248 1.220973  -0.332
C: 3.212369 0.907464 -0.974492  -0.958
C: -1.567622 -2.038437 -4.329875  0.205
C: -1.988665 -3.170914 0.034499  -0.602
C: -0.821698 -2.172386 -2.972756  -0.409
C: 0.112784 2.494565 -2.398604  0.324
C: 1.007352 -3.178185 4.181885  0.574
C: -3.232999 -1.760638 4.504428  -0.431
C: -2.193513 0.032973 -4.884747  0.710
C: 2.023475 2.703435 1.769017  0.311
C: 3.126499 -0.904762 -2.542170  0.655
C: -0.742596 -2.494521 0.482175  1.378
C: 1.188618 1.725685 -4.334603  0.001
C: 2.595101 -0.421879 4.375008  -0.824
C: -6.907071 3.648849 -0.641693  -0.719
C: -4.619850 -1.653995 2.516553  0.869
C: 3.057563 4.642510 1.154263  0.803
C: 3.544277 -2.696259 -4.033787  -0.675
C: -3.489181 0.358392 -1.046581  -0.038
C: 4.075662 6.589042 0.426183  -0.642
C: 1.910360 -1.500255 5.273011  0.349
H: -7.943809 3.547719 -0.983063  0.241
H: 2.391745 -1.460832 6.255604  0.290
H: -0.132477 0.112573 -0.251336  -0.332
H: -3.601990 -2.575012 -4.916850  0.242
H: -3.063289 0.668375 -2.037994  0.051
H: 2.562712 -3.016918 -4.044175  0.228
H: -0.028714 -2.432142 -0.403810  -0.270
H: 0.353451 1.246868 -4.797865  -0.082
H: -6.472075 -2.621418 0.128545  0.355
H: 2.865850 1.934035 -1.248670  0.421
H: -5.261422 -1.461170 -0.113880  -0.220
H: 6.615626 -0.042473 -0.708028  0.337
H: -0.030459 -0.366142 5.166801  0.356
H: -1.459920 4.652681 -0.630244  0.346
H: -3.508132 -0.685841 -1.038416  -0.097
H: -0.924965 -1.346405 -2.206098  -0.183
H: -2.843178 0.770619 -0.268598  0.262
H: -2.131733 -0.843997 0.939654  -0.545
H: -0.381688 -3.144314 1.349218  0.054
H: -1.280798 -1.221479 2.238690  -0.926
H: -1.824658 3.012626 -0.979366  0.119
H: 2.185363 1.706539 2.177246  -0.150
H: 3.375099 7.107299 1.029155  0.351
H: 0.209052 -2.545254 -3.057859  0.030
H: -3.592984 -2.176970 -3.251178  0.135
H: -0.345558 0.836672 1.314187  0.668
H: 3.985523 1.151347 -0.272207  0.463
H: 7.598187 -1.204127 -0.799689  0.386
H: -1.399010 -2.807396 -5.085561  0.419
H: 1.621236 2.492802 0.718422  -0.396
H: 2.367581 0.430146 -0.367044  0.327
H: 2.090307 -3.719041 0.860982  0.564
H: -0.067333 -1.536122 6.404550  0.267
H: 2.336607 -2.066381 0.968745  -0.066
H: 1.774083 0.896538 -3.924419  -0.160
H: 3.782247 6.636705 -0.665133  0.265
H: 1.198620 3.252211 2.250207  0.537
H: 4.055354 -3.437624 -3.283883  0.248
H: 1.669109 2.051680 -5.199598  0.396
H: -1.301306 -3.037055 -2.421136  0.393
H: 7.127709 -0.814238 0.746527  0.390
H: 3.946686 -2.884033 -5.002096  0.352
H: -0.797050 3.314409 0.395875  0.090
H: 2.383320 0.562320 4.764366  0.480
H: -6.366620 4.329437 -1.181213  0.361
H: -2.549610 -1.047862 3.947248  0.101
H: 0.931344 -0.373083 1.127174  -0.841
H: -2.623425 -2.388953 5.181896  0.239
H: -6.490165 -0.953666 0.757733  0.434
H: 2.164955 -0.530871 3.393755  -0.218
H: -6.921131 3.910517 0.408847  0.301
H: 5.104319 6.993890 0.661877  0.232
H: 3.690694 -0.460644 4.391850  0.416
H: 2.874636 -3.068111 2.293666  0.302
H: -3.925485 -1.094291 5.094440  0.326

Cartesian forces (eV/Å) of the 6 atoms listed first:
-0.7 -2.2 -0.2
5.9 -0.2 1.7
-4.0 0.3 0.6
1.5 -2.2 -2.5
1.3 0.2 0.6
0.3 1.0 -0.8